Record 1
This record from OMol25 describes an isolated molecule of C7H13NO. The level of theory is ωB97M-V/def2-TZVPD.

## Properties
energy	-404.36807	Eh
HOMO level (alpha / beta)	-0.2639 / -0.2441	hartree
net charge	0
Kohn-Sham gap (alpha / beta)	7.81 / 7.20	eV
strongest force on any atom	1.042	eV/A

Geometry (Å):
C: 2.423 0.111 -0.382
C: -0.951 1.108 1.305
C: 0.394 -0.966 1.815
C: -0.143 -0.391 -0.752
C: 0.966 0.411 -0.313
C: 0.039 0.088 0.778
N: -2.195 0.528 -1.683
C: -0.834 0.462 -1.671
O: -0.227 -1.834 -0.859
H: -0.050 -2.105 -1.767
H: -2.682 1.164 -2.292
H: -2.725 -0.218 -1.261
H: -0.325 1.122 -2.360
H: 2.657 -0.922 -0.083
H: 2.803 0.244 -1.400
H: 2.992 0.766 0.283
H: -1.905 0.646 1.579
H: -0.542 1.568 2.210
H: -0.512 -1.415 2.233
H: -1.126 1.910 0.589
H: 0.950 -0.509 2.639
H: 0.993 -1.770 1.391

Atomic partial charges in e from the Löwdin method, atoms 1 to 2:
1 C -0.06
2 C -0.05



Record 2
This record from OMol25 describes a structure of composition C6H14NO. The level of theory is ωB97M-V/def2-TZVPD.

## Properties
energy	-366.85761	Eh
HOMO level	-0.1005	hartree
net charge	-1
Kohn-Sham gap	6.61	eV
strongest force on any atom	4.004	eV/A

Geometry (Å):
C: 2.289 -0.051 -0.698
N: 3.017 -1.176 -0.724
C: -1.038 -1.861 -0.708
C: -2.161 -1.259 0.118
O: -2.444 0.008 -0.301
C: 1.607 0.675 0.431
C: -0.621 1.850 0.995
C: 0.433 1.556 -0.065
H: 1.880 -1.379 -0.457
H: 2.212 0.360 -1.714
H: -1.070 -1.817 -1.797
H: -0.138 -1.329 -0.400
H: -0.870 -2.900 -0.363
H: -1.861 -1.287 1.201
H: -3.037 -1.955 0.027
H: 2.404 1.270 0.899
H: 1.199 -0.029 1.159
H: -0.157 1.732 1.983
H: -1.475 1.142 0.866
H: -1.001 2.876 0.899
H: 0.943 2.452 -0.439
H: -0.110 1.123 -0.913

Atomic partial charges in e from the Löwdin method, atoms 1 to 2:
1 C -0.33
2 N 0.00



Record 3
This record from OMol25 describes a structure of composition C2H2AuFO3. The level of theory is ωB97M-V/def2-TZVPD.

## Properties
energy	-536.76543	Eh
HOMO level (alpha / beta)	-0.8756 / -1.0898	hartree
net charge	+3
Kohn-Sham gap (alpha / beta)	6.40 / 7.99	eV
spin multiplicity	4
strongest force on any atom	19.675	eV/A

Geometry (Å):
H: -1.549 -0.390 -0.389
O: -1.116 0.375 -0.801
Au: 0.208 3.423 -0.789
O: 0.490 1.851 -0.509
C: -0.043 0.788 -0.226
O: 0.795 -0.277 0.556
C: 0.487 -1.515 0.862
F: 1.282 -2.418 0.321
H: -0.554 -1.838 0.975

Atomic partial charges in e from the Löwdin method, atoms 1 to 2:
1 H 0.22
2 O 0.39



Record 4
This record from OMol25 describes a structure of composition C33H43N6PbSbSi3. The level of theory is ωB97M-V/def2-TZVPD.

## Properties
energy	-2912.88282	Eh
HOMO level	-0.4835	hartree
net charge	+2
Kohn-Sham gap	5.09	eV
strongest force on any atom	0.792	eV/A

Geometry (Å):
Pb: -0.044 2.011 -1.425
C: -2.023 1.745 3.063
Sb: -1.147 0.846 1.345
C: -2.692 -0.469 0.792
C: -2.309 -1.739 0.328
C: -3.235 -2.727 -0.054
C: -2.776 -3.996 -0.395
C: -1.416 -4.209 -0.417
C: -0.537 -3.160 -0.053
N: -0.958 -1.990 0.339
Si: -4.466 0.353 0.678
C: -5.131 0.294 2.419
C: -5.586 -0.483 -0.552
C: -4.132 2.079 0.037
C: 0.767 0.082 1.911
C: 1.382 -0.537 0.673
C: 2.368 -1.512 0.799
C: 2.888 -2.152 -0.315
C: 2.394 -1.830 -1.567
C: 1.484 -0.796 -1.641
N: 1.025 -0.121 -0.575
Si: 2.004 1.546 2.312
C: 1.277 2.948 3.312
C: 3.513 0.810 3.129
C: 2.578 2.368 0.715
Si: 0.480 -1.038 3.506
C: 1.648 -2.483 3.732
C: -1.237 -1.804 3.568
C: 0.611 0.040 5.028
H: -2.918 2.280 2.757
H: -1.315 2.442 3.501
H: -2.285 0.977 3.790
H: -4.293 -2.514 -0.082
H: -3.474 -4.772 -0.679
H: -1.002 -5.163 -0.722
H: 0.537 -3.320 -0.084
H: -5.298 -0.734 2.748
H: -6.098 0.805 2.443
H: -4.484 0.782 3.148
H: -6.124 -1.348 -0.160
H: -5.089 -0.778 -1.478
H: -6.349 0.255 -0.823
H: -3.496 2.709 0.662
H: -5.099 2.583 -0.054
H: -3.706 2.035 -0.970
H: 2.718 -1.784 1.779
H: 3.644 -2.917 -0.196
H: 2.698 -2.347 -2.466
H: 1.096 -0.501 -2.608
H: 0.810 2.671 4.257
H: 0.577 3.553 2.730
H: 2.118 3.608 3.553
H: 3.298 0.077 3.912
H: 4.076 1.622 3.598
H: 4.175 0.342 2.396
H: 1.840 3.080 0.326
H: 2.905 1.686 -0.074
H: 3.445 2.986 0.972
H: 1.548 -3.246 2.957
H: 1.342 -2.949 4.675
H: 2.703 -2.222 3.837
H: -1.397 -2.560 2.803
H: -2.078 -1.106 3.550
H: -1.289 -2.311 4.538
H: 1.598 0.484 5.183
H: 0.421 -0.613 5.886
H: -0.133 0.839 5.071
N: 1.823 1.902 -3.224
C: 2.489 2.141 -4.133
C: 3.312 2.437 -5.258
C: 2.833 3.278 -6.263
C: 3.646 3.545 -7.350
C: 4.912 2.979 -7.426
C: 5.383 2.143 -6.420
C: 4.585 1.863 -5.326
H: 1.845 3.713 -6.191
H: 3.294 4.196 -8.140
H: 5.542 3.193 -8.280
H: 6.372 1.711 -6.491
H: 4.938 1.217 -4.533
N: -1.382 0.364 -2.301
C: -1.696 -0.627 -2.816
C: -1.961 -1.858 -3.359
C: -0.812 -2.643 -3.619
N: 0.189 -3.205 -3.760
C: -3.287 -2.348 -3.312
N: -4.375 -2.709 -3.169

Atomic partial charges in e from the Löwdin method, atoms 1 to 2:
1 Pb 1.22
2 C -0.25



Record 5
This record from OMol25 describes an isolated molecule of C3H6N2O. The level of theory is ωB97M-V/def2-TZVPD.

## Properties
energy	-302.65959	Eh
HOMO level	-0.3664	hartree
net charge	0
Kohn-Sham gap	10.80	eV
strongest force on any atom	0.545	eV/A

Geometry (Å):
C: -0.847 0.422 0.824
C: -0.443 0.200 -0.620
N: -0.923 0.778 -1.644
N: 0.606 -0.715 -0.803
C: 1.456 -0.930 0.284
O: 2.631 -0.671 0.287
H: -1.501 1.290 0.881
H: 0.005 0.612 1.487
H: -1.371 -0.456 1.219
H: -1.638 1.450 -1.371
H: 1.086 -0.603 -1.692
H: 0.939 -1.378 1.149

Atomic partial charges in e from the Löwdin method, atoms 1 to 2:
1 C -0.03
2 C -0.47



Record 6
This record from OMol25 describes a structure of composition C34H60EuN2O2Si. The level of theory is ωB97M-V/def2-TZVPD.

## Properties
energy	-2591.31230	Eh
HOMO level (alpha / beta)	-0.2255 / -0.2330	hartree
net charge	0
Kohn-Sham gap (alpha / beta)	6.60 / 6.80	eV
spin multiplicity	8
strongest force on any atom	1.151	eV/A

Geometry (Å):
O: 0.946 -1.648 0.258
O: 0.832 -0.275 -4.280
C: 2.389 -1.942 0.236
C: 2.815 -3.057 1.176
H: 2.862 -0.983 0.502
H: 2.638 -2.194 -0.806
H: 2.563 -2.848 2.224
H: 3.901 -3.138 1.084
H: 2.388 -4.028 0.899
C: 0.043 -2.775 0.001
C: 0.196 -3.336 -1.404
H: -0.971 -2.388 0.180
H: 0.274 -3.525 0.780
H: 0.092 -2.568 -2.184
H: -0.593 -4.079 -1.555
H: 1.146 -3.871 -1.520
C: -0.231 0.318 -5.052
C: 1.771 -1.024 -5.071
C: -1.538 -0.430 -4.877
H: 0.033 0.361 -6.127
H: -0.348 1.345 -4.676
H: -1.447 -1.468 -5.209
H: -2.303 0.056 -5.488
H: -1.867 -0.425 -3.831
C: 1.174 -2.201 -5.827
H: 2.513 -1.375 -4.349
H: 2.284 -0.359 -5.793
H: 0.568 -2.845 -5.183
H: 1.996 -2.799 -6.226
H: 0.556 -1.862 -6.663
H: 1.368 0.944 -2.438
N: -0.995 -0.948 3.495
C: -1.762 -0.284 4.363
C: -2.277 1.015 4.148
C: -2.495 1.656 2.915
C: -2.138 -0.920 5.687
H: -1.269 -1.341 6.209
H: -2.890 -1.714 5.558
H: -2.582 -0.151 6.324
C: -3.441 2.833 2.882
H: -4.118 2.779 2.026
H: -2.914 3.793 2.842
H: -4.047 2.824 3.790
N: -1.907 1.261 1.797
C: -0.703 -2.341 3.659
C: 0.543 -2.735 4.208
C: 1.523 -1.725 4.717
C: 0.846 -4.092 4.305
H: 1.813 -4.382 4.729
C: -0.063 -5.055 3.871
H: 0.195 -6.113 3.943
C: -1.310 -4.673 3.373
H: -2.039 -5.430 3.055
C: -1.640 -3.328 3.261
C: -3.001 -2.930 2.772
C: -2.059 1.882 0.532
C: -1.370 3.083 0.234
C: -0.402 3.677 1.207
C: -1.605 3.683 -1.012
H: -1.104 4.626 -1.239
C: -2.446 3.061 -1.938
H: -2.639 3.544 -2.896
C: -3.040 1.823 -1.660
H: -3.686 1.329 -2.395
C: -2.847 1.218 -0.428
C: -3.456 -0.119 -0.097
Eu: 0.297 0.251 1.647
H: 2.334 -1.551 3.992
H: 1.995 -2.097 5.637
H: 1.062 -0.758 4.947
H: -2.998 -1.948 2.284
H: -3.740 -2.905 3.588
H: -3.360 -3.667 2.042
H: 0.028 4.583 0.764
H: 0.457 3.028 1.474
H: -0.882 3.980 2.152
H: -3.878 -0.143 0.919
H: -2.731 -0.950 -0.171
H: -4.269 -0.340 -0.804
H: -2.708 1.503 5.023
C: 1.431 2.044 -2.226
Si: 2.764 3.114 -3.070
H: 0.447 2.441 -2.568
H: 1.481 2.168 -1.129
C: 4.368 2.148 -3.141
C: 3.069 4.729 -2.138
C: 2.355 3.665 -4.834
H: 3.206 4.224 -5.254
H: 1.480 4.328 -4.881
H: 2.176 2.802 -5.492
H: 4.773 2.030 -2.127
H: 5.107 2.668 -3.764
H: 4.164 1.156 -3.571
H: 3.113 4.560 -1.053
H: 2.293 5.479 -2.342
H: 4.032 5.166 -2.447
C: 1.704 1.613 3.213
H: 2.597 0.975 3.345
H: 1.139 1.713 4.157
H: 1.971 2.603 2.813

Atomic partial charges in e from the Löwdin method, atoms 1 to 2:
1 O -0.38
2 O -0.21



Question: Which value of energy does entry 4 give?
Answer: -2912.88282 Eh



Question: The highest energy belongs to which entry?
Answer: C3H6N2O



Question: Which formula does entry 3 have?
Answer: C2H2AuFO3



Question: Among the records above, which one has the highest strongest force on any atom?
Answer: C2H2AuFO3